Record 1
Formula: CH3N2O
Source: OMol25
Level of theory: ωB97M-V with the def2-TZVPD basis set

```
7
Properties=species:S:1:pos:R:3
O 1.06 0.36 -0.69
N -0.50 -0.82 0.84
H -0.03 1.16 0.61
H 1.22 0.19 -1.61
N -0.46 -1.65 1.58
H -1.19 0.35 -0.63
C -0.10 0.41 -0.10
```

The SMILES is N#[N+]CO. As for the frontier orbital gap: 12.45 eV. The value obtained for the energy above the lowest of the compared OMol25 structures with the same formula, charge and spin is 1.331 eV. The calculation puts the max |F| at 5.39 eV/A. The calculation puts the calculated total energy at -224.2977 hartree. As for the total charge: +1.

---

Record 2
Formula: C2H7N3S
Source: OMol25
Level of theory: ωB97M-V with the def2-TZVPD basis set

```
13
Properties=species:S:1:pos:R:3
C 1.13 -1.48 0.32
H 1.13 -1.58 1.40
N -1.60 1.00 0.13
H -1.31 1.62 -0.63
N 0.35 -0.27 -0.05
H 0.73 -2.44 -0.15
S 1.26 1.03 -0.66
H 0.95 1.92 0.31
H -2.58 0.97 0.27
H 2.15 -1.34 0.04
H -1.06 -2.01 0.70
C -1.03 -0.21 0.26
N -1.71 -1.23 0.64
```

The SMILES is [H]/N=C(/N)N(C)S. As for the frontier orbital gap: 9.26 eV. The value obtained for the energy above the lowest of the compared OMol25 structures with the same formula, charge and spin is 0.460 eV. The calculation puts the max |F| at 2.03 eV/A. The calculation puts the calculated total energy at -642.8357 hartree. As for the total charge: 0.

---

Record 3
Formula: C14H35InNP
Source: OMol25
Level of theory: ωB97M-V with the def2-TZVPD basis set

```
52
Properties=species:S:1:pos:R:3
H 3.02 -1.71 2.14
C 2.86 -2.14 -0.02
H 1.97 -1.12 -1.74
H 1.29 0.97 1.24
H -0.25 0.38 1.90
H -0.31 -2.68 1.65
C 0.83 0.24 1.89
H 0.50 -3.49 3.83
C 2.61 -1.30 1.23
H -1.84 4.14 -0.61
H -3.77 5.17 -1.51
C 0.59 -1.19 -0.07
H -3.57 0.70 -4.05
C 0.40 -2.14 2.27
C 1.68 -1.82 -0.96
H -4.75 3.06 -1.13
H 1.39 1.76 -0.90
H -0.20 -1.53 2.94
N 1.12 -1.13 1.36
H 1.31 -2.71 -1.46
H -2.91 5.76 -2.96
C 0.48 2.37 -1.06
H 2.15 -5.00 3.24
H -2.67 6.53 -1.38
H -2.01 0.05 -1.73
H 3.02 -0.30 1.09
H 1.72 -5.74 0.88
C -1.67 4.62 -1.58
C -4.69 1.98 -1.22
H 0.61 3.28 -0.49
H -0.34 -1.74 -0.09
H 2.89 -3.20 0.20
H -4.61 1.52 -0.24
H -0.74 5.19 -1.51
H 0.37 -0.17 -0.37
H 2.91 -3.97 2.07
C 0.25 2.66 -2.55
H 0.81 -4.27 0.57
P -1.44 3.37 -2.95
In -2.99 1.38 -2.53
H -5.61 1.64 -1.70
H 0.23 -5.43 1.76
H 1.02 3.33 -2.93
C 1.13 -4.96 1.36
C -2.83 5.57 -1.89
H -0.39 1.83 -0.67
C 1.22 -3.09 3.12
H 1.23 0.31 2.90
H 1.93 -2.53 3.74
H 0.27 1.71 -3.08
H 3.81 -1.88 -0.47
C 1.93 -4.27 2.46
```

As for the frontier orbital gap: 5.31 eV. The calculation puts the max |F| at 0.78 eV/A. The calculation puts the calculated total energy at -1140.4754 hartree. As for the total charge: 0.

---

Record 4
Formula: C2HCsNaO3
Source: OMol25
Level of theory: ωB97M-V with the def2-TZVPD basis set

```
8
Properties=species:S:1:pos:R:3
O -0.48 -1.54 0.83
Na -2.69 -1.35 0.55
C -0.70 0.60 -0.18
Cs 4.51 1.12 -1.13
O 1.38 -0.44 0.24
O -1.99 0.61 -0.21
H -0.13 1.52 -0.43
C 0.09 -0.52 0.33
```

As for the frontier orbital gap (alpha / beta): 2.22 / 5.16 eV. The spin multiplicity is 2. The value obtained for the energy above the lowest of the compared OMol25 structures with the same formula, charge and spin is 0.000 eV. The calculation puts the max |F| at 1.57 eV/A. The calculation puts the calculated total energy at -484.9373 hartree. As for the total charge: 0.

---

What is the total charge in the fourth record? 0